# C64H176N16O16

16 unconnected molecules or ions with the total composition C64H176N16O16 in a non-equilibrium geometry (ωB97M-V/def2-TZVPD, OMol25).

```
272
Properties=species:S:1:pos:R:3:forces:R:3:mulliken_charge:R:1
C -3.96732 -1.68142 7.42224 -1.0 1.3 0.5 -1.483
C -2.87239 -2.44146 6.77878 -0.2 -0.5 1.0 1.518
C -2.92749 -3.86717 7.34763 0.8 0.1 -0.4 -0.852
O -2.57085 -3.85674 8.70733 0.8 -0.2 1.0 -0.346
C -2.54801 -5.13619 9.35648 -0.8 0.3 -1.0 -0.789
N -3.00449 -2.46011 5.35187 -0.1 -1.0 -0.7 -0.378
H -4.05595 -0.69676 6.96323 -0.2 0.1 -0.1 0.083
H -3.84393 -1.50999 8.49158 0.4 -0.2 0.0 0.404
H -4.91572 -2.21161 7.33543 -0.1 0.1 -0.3 0.360
H -1.90964 -2.03669 7.09082 0.3 0.1 0.2 -0.318
H -2.16561 -4.36660 6.74914 0.0 -0.9 0.0 0.354
H -3.91363 -4.32540 7.27242 -0.1 0.0 -0.6 0.421
H -3.56854 -5.51549 9.40896 -0.3 0.1 0.4 0.326
H -2.11367 -5.06199 10.35344 0.0 0.2 -0.2 0.251
H -2.06121 -5.91650 8.77146 0.7 0.2 -0.2 0.292
H -2.18167 -2.90603 4.97210 0.2 -0.3 -0.1 -0.104
H -3.02284 -1.56044 4.89323 -0.4 0.6 0.4 0.168
C 7.83082 1.84038 -1.34611 -0.6 -0.5 1.3 -1.922
C 6.88197 0.87725 -2.08687 -0.6 1.2 2.0 1.417
C 5.52471 0.62834 -1.36146 1.3 -0.6 0.2 -1.051
O 4.91010 -0.49679 -1.96766 0.3 -0.3 0.0 1.431
C 3.63920 -0.79526 -1.41747 0.0 0.3 -0.5 0.083
N 6.59585 1.52054 -3.32485 0.1 -0.7 -1.2 -0.720
H 7.90172 1.53702 -0.30158 0.4 -0.2 0.1 0.406
H 7.44498 2.85734 -1.27520 -0.2 0.0 -0.5 0.420
H 8.84178 1.88886 -1.75071 -0.1 -0.2 -0.2 0.441
H 7.33720 -0.10737 -2.19358 0.2 -0.1 0.0 -0.488
H 4.85249 1.48622 -1.37798 0.1 0.3 -0.1 -0.045
H 5.74382 0.35308 -0.32980 -0.1 0.1 0.4 0.326
H 3.62932 -0.77461 -0.32771 0.1 0.1 0.2 0.321
H 3.31779 -1.78053 -1.75516 0.2 0.1 0.0 -0.675
H 2.95965 -0.04157 -1.81529 -0.5 0.1 0.3 -0.677
H 7.51459 1.58682 -3.73912 0.2 0.5 -0.7 0.287
H 6.18958 0.75379 -3.84171 -0.5 0.2 -1.0 0.273
C -1.49302 -7.23179 -6.11189 0.0 0.6 -0.1 -1.460
C -0.74833 -7.12653 -4.72711 -1.8 1.1 -2.1 0.534
C -1.29587 -5.93368 -3.83402 0.4 -1.2 -0.7 0.328
O -1.22270 -4.69233 -4.48508 0.6 -0.3 -1.3 -0.273
C -2.15940 -3.75140 -4.05375 0.5 0.1 0.3 -0.504
N -0.95877 -8.42254 -4.07085 0.6 1.5 0.7 -0.732
H -1.25688 -6.52162 -6.90435 0.7 0.4 0.4 0.304
H -2.57514 -7.10493 -6.08010 -0.2 -0.4 0.7 0.325
H -1.27348 -8.19225 -6.57816 -0.1 -0.2 0.2 0.398
H 0.29848 -6.94652 -4.97181 0.3 0.1 0.2 0.239
H -0.68825 -5.81688 -2.93666 -0.2 -0.6 0.2 -0.731
H -2.32516 -6.20300 -3.59711 -0.2 0.0 0.2 0.558
H -1.85843 -2.78521 -4.45871 -0.3 0.0 -0.3 0.021
H -2.07006 -3.64522 -2.97262 -0.5 0.0 0.4 0.092
H -3.16336 -4.04349 -4.36172 -0.2 0.2 0.1 0.564
H -0.18716 -8.33316 -3.42531 0.0 -1.3 0.8 0.273
H -0.73758 -9.15388 -4.73140 0.1 -0.1 0.0 0.287
C 2.77405 -5.49515 0.56082 0.0 -1.4 -1.3 -1.487
C 1.93486 -5.05104 -0.67374 1.0 0.5 -0.4 2.213
C 2.67105 -5.04210 -2.06372 0.7 0.3 1.9 -0.984
O 3.74745 -4.08954 -1.94031 -1.4 -1.5 1.3 0.142
C 4.32871 -3.83408 -3.14311 1.1 1.1 -0.9 -0.068
N 0.69947 -5.83060 -0.78283 0.6 0.4 0.4 -0.678
H 3.74434 -5.01437 0.68522 -0.3 0.6 0.0 -0.007
H 3.03780 -6.54408 0.42563 0.0 -0.3 0.0 0.398
H 2.15878 -5.49038 1.46056 0.0 0.4 0.0 0.418
H 1.73713 -4.01193 -0.41056 -0.3 0.5 -0.5 -0.691
H 2.05988 -4.75838 -2.92049 -0.6 0.2 0.2 0.096
H 3.06501 -6.02904 -2.30631 0.2 -0.3 0.1 0.359
H 5.00387 -4.59610 -3.53248 -0.1 -0.6 0.0 0.198
H 4.96638 -2.97217 -2.94668 0.0 0.2 -0.4 -0.554
H 3.56342 -3.60793 -3.88560 0.1 0.2 -0.4 0.386
H 0.11386 -5.33582 -1.44037 -0.1 0.0 -0.3 -0.368
H 0.23744 -5.60463 0.08640 -0.5 -0.5 0.4 0.425
C 7.98970 -2.80787 -3.06835 -1.2 0.6 -0.3 -0.972
C 8.28636 -2.78440 -1.59291 0.6 0.2 0.5 0.576
C 7.07394 -3.20535 -0.73169 -0.2 0.8 -0.7 0.700
O 7.29757 -2.94560 0.62867 0.1 0.7 0.4 -0.498
C 6.19900 -3.24746 1.46113 0.8 -1.1 1.0 -0.605
N 9.48183 -3.60597 -1.29577 -1.3 0.0 -0.1 -0.799
H 7.21499 -2.05131 -3.19305 -0.1 0.3 -0.4 0.142
H 7.48965 -3.69529 -3.45633 0.4 -0.5 0.1 0.304
H 8.82679 -2.51367 -3.70147 0.1 -0.2 0.2 0.286
H 8.56055 -1.74967 -1.38736 -0.2 0.1 0.4 0.033
H 6.82088 -4.25266 -0.89662 0.1 -0.5 -0.1 0.407
H 6.19405 -2.63766 -1.03437 -0.2 0.2 -0.3 -0.827
H 5.19128 -3.05122 1.09493 0.1 0.2 -0.5 -0.001
H 6.30950 -2.80876 2.45281 0.2 0.9 -0.3 0.347
H 6.31362 -4.29198 1.75084 -0.6 -0.6 -0.4 0.425
H 9.54901 -3.59080 -0.28812 0.4 0.0 0.4 0.340
H 9.00842 -4.48211 -1.46417 0.9 -1.2 -0.1 0.368
C 2.51247 2.94529 0.66951 -0.3 0.7 -0.6 0.504
C 3.14364 2.36137 1.86153 0.7 -1.3 1.7 0.230
C 2.93503 3.04670 3.24551 -1.1 0.8 -1.6 -1.766
O 1.51516 3.25458 3.53948 1.5 -0.3 0.8 0.321
C 1.36410 3.64758 4.91824 -1.3 -0.2 -0.3 -0.461
N 2.74822 0.94796 2.00616 -0.1 0.3 0.0 0.726
H 3.01405 3.90299 0.53048 -0.5 0.4 -0.4 0.756
H 1.43197 3.03391 0.78245 -0.1 0.4 0.0 -0.720
H 2.67834 2.34130 -0.22256 0.2 -0.1 0.2 -0.946
H 4.22151 2.36046 1.69939 0.2 0.1 0.1 0.664
H 3.35553 4.05152 3.20540 0.5 0.0 0.4 0.694
H 3.43165 2.38054 3.95098 -0.1 0.3 0.5 0.675
H 1.54727 2.81620 5.59894 0.5 -0.1 0.0 -0.088
H 0.31333 3.89338 5.07169 -0.2 -0.2 -0.3 -0.047
H 1.86050 4.56381 5.23793 0.7 -0.1 -0.4 0.328
H 3.29775 0.56561 2.76242 0.3 -0.2 0.0 0.379
H 1.84344 1.05396 2.44231 -0.5 -0.6 -0.1 -1.292
C 4.38662 0.01896 -7.05939 -1.3 0.1 0.1 -1.899
C 4.16581 -0.12001 -5.54637 -0.8 -0.1 -0.9 0.359
C 2.76137 -0.48425 -5.06942 -1.2 -0.1 -0.5 0.633
O 2.29302 -1.69924 -5.65909 -0.6 -0.6 0.3 -0.570
C 0.99046 -2.16524 -5.19413 1.2 0.0 -0.8 0.027
N 5.11018 -1.04040 -4.99565 1.2 -0.3 0.7 -0.368
H 4.22605 -0.89048 -7.63838 0.5 -0.3 0.3 0.303
H 5.34963 0.49169 -7.25239 0.0 -0.3 -0.1 0.439
H 3.58439 0.66066 -7.42374 0.1 0.4 -0.2 0.387
H 4.32258 0.90339 -5.20552 0.3 0.0 0.6 0.356
H 2.01355 0.28048 -5.27929 0.0 0.4 -0.2 0.357
H 2.76585 -0.57193 -3.98296 0.2 -0.1 0.3 -0.353
H 1.04202 -2.59401 -4.19333 0.1 0.4 0.2 -0.325
H 0.67866 -2.99274 -5.83140 0.3 0.0 -0.2 0.379
H 0.22616 -1.39634 -5.30702 0.0 0.3 0.4 0.151
H 5.04366 -1.02245 -3.98801 0.1 0.2 0.4 -0.458
H 4.86104 -1.99631 -5.20602 -0.1 -0.1 -0.6 0.457
C -5.02586 3.16843 -0.97471 -1.4 -0.7 0.0 0.082
C -6.42148 3.04256 -0.33293 -0.2 0.6 -0.9 -0.162
C -7.70032 2.77443 -1.23292 2.1 0.4 0.1 -1.201
O -7.54125 1.51495 -1.93666 -1.3 1.3 0.3 -0.270
C -8.81765 1.23653 -2.54493 0.2 -0.7 -0.2 -1.026
N -6.34617 1.98699 0.63128 -0.5 -0.7 0.5 -0.356
H -5.04002 3.76423 -1.88735 0.3 0.2 0.2 0.574
H -4.74713 2.14456 -1.22391 0.4 0.1 -0.2 -0.546
H -4.40482 3.51278 -0.14776 0.4 0.2 -0.5 -0.125
H -6.54002 3.92407 0.29714 -0.6 0.5 -0.5 0.507
H -7.86142 3.61272 -1.91073 0.0 -0.1 -0.5 0.457
H -8.57400 2.75060 -0.58159 -0.1 -0.3 0.2 0.545
H -8.83209 0.24852 -3.00508 0.5 0.0 0.1 0.383
H -9.05036 1.92858 -3.35426 0.0 0.4 0.2 0.313
H -9.60405 1.21449 -1.79048 -0.1 0.3 0.1 0.341
H -7.27206 2.07508 1.02507 -0.2 -0.5 1.1 0.268
H -6.46769 1.15929 0.06538 0.3 -0.7 0.1 0.083
C -0.05666 -0.20523 5.64215 1.5 -0.6 0.5 0.487
C 1.33233 -0.73447 6.12030 -0.2 0.5 0.0 0.430
C 2.38202 -0.91117 5.02320 0.0 1.0 0.1 -0.889
O 1.94422 -1.80361 4.03388 1.6 -0.7 -0.9 -0.133
C 3.05605 -2.34680 3.26405 -0.7 -0.3 0.1 -0.725
N 1.90270 0.09534 7.21135 0.0 -0.9 -0.4 -0.726
H -0.64634 0.03159 6.52775 -0.1 0.0 0.0 0.801
H -0.56268 -0.99901 5.09265 -0.2 0.4 -0.3 -0.347
H 0.12947 0.71758 5.09270 -0.3 0.0 -0.3 -0.811
H 1.21190 -1.75440 6.48545 -0.2 0.0 0.4 0.103
H 3.32439 -1.21636 5.47805 0.0 -0.4 0.2 0.372
H 2.61304 0.01852 4.50321 -0.1 0.6 0.3 -0.083
H 2.74020 -3.23999 2.72502 -0.6 0.2 -0.1 -0.101
H 3.86733 -2.73445 3.88020 0.0 0.5 0.5 0.556
H 3.43394 -1.63420 2.53090 0.0 0.2 0.1 0.223
H 1.16374 0.36484 7.84491 0.1 0.2 0.0 0.361
H 2.42098 0.90849 6.91086 -0.2 0.1 -0.2 0.206
C -2.77299 5.56489 1.03667 0.7 0.1 0.3 -1.239
C -1.84051 6.57844 1.77082 -1.2 -0.2 0.1 0.793
C -0.38400 6.27308 1.40416 -1.0 -0.2 0.8 0.521
O 0.57712 7.00986 2.12500 -0.4 0.2 -0.3 -0.528
C 1.84965 6.50687 1.80874 0.4 0.1 0.9 0.206
N -2.25140 7.97937 1.59038 0.6 0.3 -0.3 -0.839
H -2.81348 5.65549 -0.04880 -0.1 0.4 0.0 0.321
H -3.77185 5.56235 1.47300 -0.1 0.3 -0.2 0.505
H -2.40595 4.55486 1.21897 0.2 -0.1 0.1 -0.060
H -2.01812 6.34839 2.82136 0.6 -0.4 0.3 0.054
H -0.23385 6.34612 0.32702 0.1 0.1 -0.2 -0.180
H -0.28502 5.23997 1.73733 0.2 -0.5 -0.4 -0.186
H 1.96229 5.46439 2.10647 -0.4 -0.4 -0.2 -0.325
H 2.56264 7.01723 2.45626 0.1 0.4 -0.4 0.423
H 2.07062 6.61938 0.74732 0.2 0.1 0.0 -0.148
H -1.69971 8.52276 2.23881 0.7 0.2 -0.2 0.298
H -3.16999 8.18680 1.95543 -0.5 -0.6 -0.2 0.292
C -5.26625 1.43880 4.74234 -0.8 -0.5 1.2 -1.702
C -3.86322 1.56331 4.29698 2.0 1.0 -0.1 1.269
C -2.80568 2.14011 5.34495 -1.3 1.2 -0.3 0.404
O -3.01760 3.55882 5.64699 -0.2 -1.3 1.1 -0.515
C -2.70257 4.47046 4.65245 -0.2 0.1 -0.7 -0.345
N -3.30352 0.30567 3.83076 0.2 -0.2 0.5 0.253
H -5.82790 0.88149 3.99264 -0.2 0.3 -0.2 0.328
H -5.72155 2.40514 4.95913 0.0 0.0 -0.3 0.410
H -5.35538 0.85079 5.65579 0.1 -0.1 0.2 0.175
H -3.90449 2.26627 3.46497 0.3 0.4 -0.2 -0.104
H -1.75899 2.03971 5.05777 0.0 -0.2 -0.7 -0.239
H -2.88183 1.61092 6.29481 -0.3 0.1 0.1 -0.121
H -2.85891 5.49833 4.97978 -0.1 -0.1 0.5 0.402
H -3.37478 4.32747 3.80641 0.2 0.0 -0.5 0.346
H -1.65897 4.42462 4.34115 0.2 -0.3 -0.3 -0.113
H -2.35934 0.52037 3.54349 0.4 -0.3 -0.4 -0.407
H -3.79909 -0.06467 3.03242 -0.2 0.1 -0.1 -0.131
C -1.21624 -5.51349 3.92780 0.4 -0.4 -0.8 -1.701
C -0.35064 -4.37845 3.38113 -2.1 -0.2 -1.2 0.709
C -1.10027 -3.59366 2.23962 2.1 -0.2 -0.7 -0.060
O -1.24070 -4.42692 1.05191 -0.4 0.1 1.3 -0.335
C -2.18282 -3.99603 0.09884 -0.5 0.5 0.2 -0.752
N -0.09335 -3.52342 4.46914 -0.1 1.3 1.2 0.488
H -1.33448 -6.24944 3.13250 0.1 -0.4 0.3 0.409
H -2.22144 -5.23580 4.24493 0.1 0.6 -0.1 0.306
H -0.71837 -5.89421 4.81958 0.0 -0.5 -0.1 0.479
H 0.59701 -4.69167 2.94300 0.0 -0.8 -0.3 -0.041
H -0.36630 -2.86645 1.89243 0.1 0.7 0.2 -0.436
H -1.95079 -3.00108 2.57661 -0.6 -0.7 0.0 0.646
H -2.13417 -2.93979 -0.16591 0.7 0.3 0.0 0.104
H -3.20488 -4.07734 0.46883 -0.2 -0.6 0.0 0.447
H -2.03178 -4.57487 -0.81232 -0.1 -0.2 0.1 0.347
H 0.59863 -2.81648 4.26539 -0.1 0.0 -0.1 -0.482
H 0.27230 -4.05250 5.24790 0.0 -0.1 0.2 0.312
C -1.55571 1.23824 -5.23947 1.2 -1.5 -0.4 -1.239
C -1.38678 1.80410 -3.83231 -1.0 -0.7 -0.8 2.250
C -0.23810 2.75605 -3.58115 0.7 -0.6 0.2 -1.107
O 1.02502 2.05711 -3.45568 -2.0 -0.3 0.3 0.022
C 1.98245 2.83596 -2.84045 1.6 1.1 -0.9 0.174
N -2.65578 2.45296 -3.62539 -0.2 0.4 0.3 -0.357
H -1.94269 1.82827 -6.07026 0.3 0.9 0.4 0.477
H -2.25222 0.39981 -5.23910 -0.1 -0.1 0.4 0.147
H -0.60378 0.80717 -5.54948 0.2 0.0 -0.3 0.117
H -1.36830 0.95546 -3.14851 0.5 -0.1 0.2 -1.087
H -0.44869 3.30338 -2.66236 0.1 -0.1 0.4 0.230
H -0.22317 3.53074 -4.34779 0.3 0.0 -0.5 0.389
H 1.72254 3.44416 -1.97406 -0.8 -0.3 0.2 -0.160
H 2.33316 3.53802 -3.59690 0.3 0.5 0.0 0.531
H 2.87596 2.27030 -2.57628 -0.2 -0.5 0.0 -0.599
H -2.70184 2.82971 -2.68942 -0.2 0.5 0.1 -0.095
H -2.62106 3.19046 -4.31459 -0.8 0.7 0.2 0.324
C -4.60612 -0.88815 -3.87910 -0.4 0.1 -1.1 -1.350
C -5.42864 -1.61055 -2.76794 1.1 2.2 0.7 0.142
C -4.92156 -1.01931 -1.40346 1.0 -1.4 -1.7 2.029
O -5.30542 -1.94621 -0.43001 -0.2 -0.1 -1.4 -0.532
C -5.04830 -1.45972 0.80296 -0.4 -0.4 2.5 -0.359
N -6.85112 -1.22221 -2.83202 0.8 -0.3 -0.8 -0.662
H -3.52891 -1.04523 -3.93421 0.0 -0.6 0.6 -0.120
H -4.65979 0.19906 -3.93568 -0.4 0.3 1.1 0.282
H -4.94492 -1.05983 -4.90079 -0.4 -0.9 0.0 0.588
H -5.28379 -2.69066 -2.74581 0.0 0.1 -0.2 0.523
H -5.25145 0.00592 -1.23556 -0.8 0.0 0.1 -1.302
H -3.83938 -0.88901 -1.40087 0.6 -0.4 0.0 -0.385
H -5.29451 -2.25195 1.50996 -0.1 0.0 0.2 0.506
H -5.69876 -0.61735 1.03839 0.2 0.4 0.2 0.367
H -4.00007 -1.22788 0.99158 0.3 0.4 -0.2 -0.317
H -7.35202 -1.71339 -2.10543 -0.1 -0.1 0.2 0.356
H -6.72520 -0.27427 -2.50698 -1.1 0.4 -0.1 0.422
C -1.01818 9.05789 -4.25422 0.6 1.2 -0.6 -1.554
C -1.05630 7.56916 -4.04814 -0.6 1.1 0.9 0.478
C -0.19183 7.12023 -2.76602 -2.6 -0.1 -2.8 -0.180
O 1.10870 7.40025 -3.09674 0.5 0.6 -0.9 -0.410
C 2.02458 6.90870 -2.16981 -0.5 0.1 0.3 -0.125
N -2.49893 7.26439 -3.93000 -0.4 -1.6 1.0 -0.670
H -1.85430 9.37882 -4.87551 -0.2 -0.1 0.0 0.456
H -0.17847 9.45165 -4.82688 0.5 -0.1 0.5 0.326
H -1.12248 9.58512 -3.30593 0.1 0.1 0.0 0.307
H -0.62591 7.08050 -4.92225 -0.1 -0.3 0.1 0.249
H -0.38975 6.04839 -2.75693 0.2 -0.4 0.7 -0.016
H -0.59173 7.60735 -1.87670 0.2 0.2 0.3 0.326
H 1.81965 7.45484 -1.24902 0.6 0.0 0.4 0.247
H 3.03090 7.06063 -2.56014 -0.1 0.0 0.2 0.361
H 1.80047 5.85467 -2.00581 0.4 -0.3 0.2 -0.146
H -2.86718 7.41483 -3.00163 0.5 -0.3 0.6 0.214
H -3.15492 7.85112 -4.42550 0.7 0.2 -0.9 0.249
C -1.71361 1.72185 0.35269 0.6 -0.5 0.3 -0.383
C -0.97712 0.47434 0.89850 -0.3 0.0 -2.1 1.621
C 0.11678 -0.07617 -0.09626 -2.1 0.9 0.1 0.125
O -0.59777 -0.89011 -1.03696 0.1 0.2 1.5 0.109
C 0.20220 -1.27143 -2.10802 -0.5 -0.2 -0.5 0.890
N -0.50026 0.82020 2.18985 0.3 0.0 1.0 1.185
H -1.97876 1.68881 -0.70405 -0.2 -0.4 0.1 -0.059
H -1.03270 2.56582 0.46310 0.0 0.3 0.1 -0.182
H -2.58209 1.86934 0.99463 -0.2 0.3 -0.2 -0.159
H -1.74354 -0.29776 0.96595 0.1 -0.4 0.2 -0.646
H 0.92698 -0.54765 0.45995 0.1 -0.5 -0.2 0.071
H 0.49794 0.78927 -0.63832 0.5 0.1 -0.1 -0.353
H 0.47636 -0.37655 -2.66670 0.7 0.0 -0.2 -0.206
H -0.41044 -1.87656 -2.77630 -0.1 -0.1 0.1 -0.576
H 1.03152 -1.88532 -1.75664 0.4 0.1 -0.2 -0.084
H 0.01568 1.68807 2.16303 0.0 0.3 0.1 -0.632
H 0.14279 0.11384 2.51793 0.0 -0.3 0.3 -0.705
```
Forces are in eV/Å.

HOMO level: -8.44 eV
E: -4623.50706 Ha
HOMO-LUMO gap: 0.317 hartree
ΔE to the lowest compared entry with this formula, charge and spin: 4.8426 eV
total charge: 0